(1)
Entry from OMol25: a cluster of 3 separate species, C2H7N3O in total (ωB97M-V/def2-TZVPD).

For the total energy, the calculation gives -319.6919 hartree. Its frontier orbital gap is 8.30 eV. Its HOMO energy is -8.59 eV. Its total charge is 0.

Each line ends with the natural charge from an NBO analysis.
Atoms and positions in Å:
C: 1.4044 -0.5595 -0.2442  -0.11
O: 2.0230 0.6600 -0.3896  -0.70
H: 2.6422 0.8135 0.3335  0.49
H: 1.7449 -1.1244 0.6223  0.17
H: 1.4560 -1.1326 -1.1635  0.18
H: -0.0540 -0.8651 0.1179  0.17
C: -1.4311 -0.3949 0.0206  0.06
N: -0.7374 0.7754 -0.5273  -0.19
N: -0.5724 1.8391 0.0470  -0.32
N: -1.9158 -0.4846 1.2239  -0.61
H: 0.1736 2.3534 -0.4531  0.33
H: -2.7521 -1.0626 1.2521  0.34
H: -1.9813 -0.8177 -0.8397  0.19

---

(2)
Entry from OMol25: the molecule C2H3BrSi (ωB97M-V/def2-TZVPD).

For the total energy, the calculation gives -2941.3837 hartree. Its frontier orbital gap is 10.11 eV. Its structure (SMILES) is [SiH3]C#CBr. Its HOMO energy is -9.70 eV. Its total charge is 0.

Each line ends with the natural charge from an NBO analysis.
Atoms and positions in Å:
C: 1.0777 -0.4462 1.7894  -0.50
C: 1.9499 -0.5221 2.8119  -0.15
Si: 0.1866 -0.0415 0.2292  0.90
Br: 3.0376 -0.7626 4.2835  0.22
H: 0.7399 1.1299 -0.5814  -0.15
H: -1.1199 0.4179 0.3043  -0.16
H: 0.4141 -1.1843 -0.5630  -0.16

---

(3)
Entry from OMol25: a structure of composition C26H12Cl4IrN2O2PS2Se2 (ωB97M-V/def2-TZVPD).

For the total energy, the calculation gives -9143.7998 hartree. Its frontier orbital gap (alpha / beta) is 4.96 / 3.97 eV. Its HOMO energy (alpha / beta) is -4.58 / -4.56 eV. Its total charge is -1. Its spin multiplicity is 2.

Each line ends with the natural charge from an NBO analysis.
Atoms and positions in Å:
Ir: -0.3544 -0.2539 -0.0203  0.78
Se: 0.3922 2.0248 -0.5080  -0.28
P: 0.5564 2.8102 1.5641  0.97
Se: 1.9800 1.9481 2.8971  -0.45
C: -1.1139 2.9274 2.3114  -0.41
C: -2.1029 3.5804 1.5870  -0.13
C: -3.3489 3.7798 2.1488  -0.23
C: -3.6129 3.3210 3.4307  -0.20
C: -2.6380 2.6348 4.1360  -0.22
C: -1.3856 2.4395 3.5800  -0.19
C: 0.9104 4.5937 1.3696  -0.28
C: 1.0864 5.1914 0.1331  -0.22
C: 1.2775 6.5577 0.0485  -0.21
C: 1.3088 7.3241 1.2003  -0.20
C: 1.1686 6.7204 2.4398  -0.21
C: 0.9743 5.3560 2.5279  -0.21
H: -1.8878 3.9172 0.5820  0.22
H: -4.1152 4.2876 1.5797  0.21
H: -4.5823 3.4971 3.8771  0.21
H: -2.8563 2.2505 5.1234  0.21
H: -0.6182 1.9131 4.1315  0.24
H: 1.0631 4.5871 -0.7637  0.23
H: 1.3938 7.0230 -0.9196  0.21
H: 1.4462 8.3945 1.1307  0.21
H: 1.2033 7.3158 3.3405  0.21
H: 0.8732 4.8733 3.4901  0.23
Cl: -2.9728 -5.6688 -3.6343  0.02
C: -2.5754 -4.0729 -3.1538  -0.12
C: -3.2973 -2.9857 -3.6721  -0.10
Cl: -4.5735 -3.2881 -4.7769  0.02
C: -2.9810 -1.6934 -3.3026  -0.17
Cl: -3.8701 -0.3661 -3.9490  0.01
C: -1.9467 -1.4195 -2.3731  0.36
O: -1.6494 -0.2592 -1.9836  -0.70
C: -1.1975 -2.5654 -1.8191  0.24
O: -0.2738 -2.3419 -0.9868  -0.69
C: -1.5559 -3.8636 -2.2457  -0.12
Cl: -0.6710 -5.1898 -1.5876  0.01
S: -2.2590 -0.2398 1.5264  0.07
C: -1.5623 -1.0650 2.8863  -0.21
C: -2.4463 -1.4262 3.8999  -0.17
C: -2.0176 -2.0802 5.0455  -0.13
C: -2.9452 -2.4131 6.0513  0.27
N: -3.7049 -2.6783 6.8706  -0.29
C: -0.6459 -2.3953 5.1880  -0.17
C: 0.2349 -2.0458 4.1772  -0.16
C: -0.1884 -1.3774 3.0277  -0.15
S: 1.0307 -0.9690 1.8740  0.22
C: -0.1667 -3.0447 6.3444  0.29
N: 0.2339 -3.5651 7.2862  -0.31
H: -3.4914 -1.1849 3.7804  0.24
H: 1.2842 -2.2826 4.2702  0.24

---

(4)
Entry from OMol25: a cluster of 8 separate species, C54H44O30 in total (ωB97M-V/def2-TZVPD).

For the total energy, the calculation gives -4341.2621 hartree. Its frontier orbital gap is 7.59 eV. Its structure (SMILES) is CCC1=CC(=O)C([C@H](C)CC)=CC1=O.O=C1C=C(O)C(=O)C=C1O.O=C1C=C(O)C(=O)C=C1O.O=C1C=C(O)C(=O)C=C1O.O=C1C=C(O)C(=O)C=C1O.O=C1C=C(O)C(=O)C=C1O.O=C1C=C(O)C(=O)C=C1O.O=C1C=C(O)C(=O)C=C1O. Its HOMO energy is -9.42 eV. Its total charge is 0.

Each line ends with the Mulliken charge.
Atoms and positions in Å:
C: 4.6312 2.9768 3.4181  -1.13
C: 4.3870 1.4881 2.9620  -0.50
C: 2.8917 1.2132 2.7904  0.82
C: 2.3665 0.1035 3.2873  -0.80
C: 0.8560 -0.0537 3.1013  0.10
O: 0.3445 -1.0795 2.8029  -0.54
C: 0.0633 1.2539 3.2852  -0.30
C: -1.2761 1.3249 4.0500  1.02
C: -1.4269 0.0461 4.9268  -1.81
C: -2.5057 1.6516 3.1538  0.07
C: -3.1972 0.4328 2.4889  -0.96
C: 0.5916 2.3610 2.7838  -0.39
C: 1.9380 2.1931 2.0863  0.26
O: 2.2343 2.7376 1.0672  -0.66
H: 3.7279 3.6004 3.3448  0.32
H: 5.4768 3.4042 2.8534  0.27
H: 4.9264 2.9969 4.4836  0.34
H: 4.7136 0.8659 3.8150  0.29
H: 5.0013 1.2042 2.0962  0.29
H: 2.9565 -0.6443 3.8269  0.40
H: -1.1713 2.1699 4.7606  0.31
H: -2.2008 0.2011 5.6947  0.26
H: -1.6118 -0.8425 4.3054  0.43
H: -0.4576 -0.1053 5.4412  0.52
H: -3.2415 2.1812 3.7885  -0.15
H: -2.2359 2.3627 2.3508  0.38
H: -3.3319 -0.4363 3.1489  0.30
H: -4.2292 0.7666 2.2161  0.12
H: -2.7391 0.1380 1.5286  0.28
H: 0.1150 3.3432 2.8527  0.48
C: -8.8909 2.1627 -1.0905  -1.00
C: -7.6765 1.6065 -1.0142  0.18
C: -6.7892 1.8248 0.1704  1.02
O: -5.6986 1.2842 0.2074  -0.60
C: -7.2709 2.6873 1.2383  -0.75
C: -8.4831 3.2499 1.1683  0.40
C: -9.3870 3.0111 -0.0069  0.83
O: -10.4877 3.5250 -0.0277  -0.54
O: -8.9263 4.0442 2.1476  -0.43
O: -7.1912 0.8273 -1.9878  -0.58
H: -9.5419 2.0109 -1.9401  0.44
H: -6.6112 2.8486 2.0797  0.55
H: -9.8289 4.3426 1.8967  0.29
H: -6.3028 0.5535 -1.6880  0.35
C: -6.7962 5.0877 4.9613  -1.05
C: -6.0897 6.2180 5.0712  0.45
C: -4.6944 6.2206 5.6152  0.90
O: -4.0872 7.2728 5.6773  -0.63
C: -4.1250 4.9487 6.0530  -0.88
C: -4.8333 3.8194 5.9456  0.24
C: -6.2187 3.8134 5.3770  1.02
O: -6.8123 2.7551 5.2843  -0.65
O: -4.3443 2.6366 6.3379  -0.54
O: -6.5878 7.4032 4.7016  -0.57
H: -7.8033 5.0721 4.5675  0.49
H: -3.1233 4.9656 6.4597  0.46
H: -5.0493 1.9857 6.1525  0.37
H: -5.8813 8.0534 4.8802  0.36
C: 5.1721 -0.2205 -1.7330  -1.18
C: 4.2069 0.6341 -1.3670  0.61
C: 2.8633 0.6283 -2.0358  0.98
O: 2.0106 1.4067 -1.6617  -0.56
C: 2.6429 -0.3240 -3.1241  -0.97
C: 3.6101 -1.1711 -3.4868  -0.02
C: 4.9393 -1.1828 -2.8018  1.34
O: 5.7790 -1.9899 -3.1611  -0.58
O: 3.4422 -2.0558 -4.4824  -0.58
O: 4.3951 1.5266 -0.3920  -0.61
H: 6.1447 -0.2296 -1.2588  0.58
H: 1.6775 -0.3081 -3.6106  0.46
H: 4.2877 -2.5485 -4.5438  0.26
H: 3.5565 2.0315 -0.3024  0.20
C: 5.0028 -5.2547 -7.8899  -1.15
C: 4.2945 -5.8222 -8.8728  0.46
C: 3.1159 -5.1335 -9.4907  0.95
O: 2.5180 -5.6870 -10.3945  -0.61
C: 2.7363 -3.8243 -8.9716  -0.82
C: 3.4431 -3.2579 -7.9864  0.25
C: 4.6370 -3.9359 -7.3875  1.08
O: 5.2559 -3.3701 -6.5034  -0.62
O: 3.1265 -2.0632 -7.4836  -0.58
O: 4.5988 -7.0303 -9.3568  -0.57
H: 5.8560 -5.7410 -7.4375  0.50
H: 1.8742 -3.3446 -9.4131  0.44
H: 3.7908 -1.8872 -6.7897  0.32
H: 3.9394 -7.2079 -10.0554  0.35
C: 10.8155 -4.5171 -1.1175  -0.93
C: 10.0528 -5.0379 -2.0866  0.38
C: 8.8724 -4.2961 -2.6388  0.99
O: 8.2218 -4.8041 -3.5316  -0.60
C: 8.5554 -2.9887 -2.0686  -1.03
C: 9.3172 -2.4738 -1.0990  0.39
C: 10.5106 -3.2010 -0.5662  0.91
O: 11.1811 -2.6772 0.3058  -0.63
O: 9.0535 -1.2769 -0.5508  -0.54
O: 10.3021 -6.2414 -2.6118  -0.59
H: 11.6703 -5.0404 -0.7121  0.44
H: 7.6911 -2.4691 -2.4613  0.65
H: 9.7490 -1.1369 0.1199  0.34
H: 9.6100 -6.3836 -3.2904  0.27
C: 5.5716 -9.6291 -1.6672  -0.96
C: 6.1643 -8.9120 -2.6282  0.34
C: 7.6459 -8.6991 -2.6461  1.09
O: 8.1365 -8.0538 -3.5550  -0.67
C: 8.4375 -9.2737 -1.5651  -0.98
C: 7.8448 -9.9882 -0.6018  0.42
C: 6.3658 -10.2251 -0.5976  0.93
O: 5.8793 -10.8974 0.2919  -0.61
O: 8.5374 -10.5281 0.4056  -0.57
O: 5.4692 -8.3487 -3.6219  -0.54
H: 4.5032 -9.7919 -1.6442  0.43
H: 9.5042 -9.0971 -1.5809  0.46
H: 7.8794 -10.9910 0.9597  0.36
H: 6.1279 -7.8901 -4.1789  0.32
C: -11.3130 7.1830 0.5056  -0.80
C: -11.7389 8.4125 0.1929  0.29
C: -12.6384 9.1873 1.1069  0.88
O: -12.9818 10.3082 0.7850  -0.61
C: -13.0668 8.5513 2.3493  -0.86
C: -12.6432 7.3214 2.6585  0.29
C: -11.7228 6.5608 1.7564  0.99
O: -11.3515 5.4496 2.0939  -0.77
O: -13.0174 6.7075 3.7871  -0.59
O: -11.3860 9.0138 -0.9455  -0.56
H: -10.6625 6.6138 -0.1442  0.47
H: -13.7295 9.1123 2.9931  0.43
H: -12.5765 5.8366 3.7743  0.35
H: -11.8225 9.8877 -0.9292  0.35

---

(5)
Entry from OMol25: a structure of composition C40H41HgN11O4PS (ωB97M-V/def2-TZVPD).

For the total energy, the calculation gives -3345.1006 hartree. Its frontier orbital gap (alpha / beta) is 5.12 / 8.31 eV. Its HOMO energy (alpha / beta) is -4.80 / -7.98 eV. Its total charge is 0. Its spin multiplicity is 2.

Each line ends with the Mulliken charge.
Atoms and positions in Å:
Hg: 0.0239 -0.3684 -0.5660  3.20
C: -4.3321 -0.9360 -1.9399  -0.85
C: -4.2732 -2.1194 -2.7013  -0.69
C: -3.0683 -2.7304 -2.9020  -0.90
C: -1.8781 -2.1758 -2.3569  0.57
N: -1.9668 -1.0449 -1.5861  0.44
C: -3.1570 -0.4659 -1.4069  -0.35
C: -0.5793 -2.7134 -2.6220  -0.13
C: -0.3519 -3.8118 -3.4902  -1.05
C: 0.9189 -4.1590 -3.8283  -1.19
C: 2.0087 -3.4224 -3.2902  -0.94
C: 1.7456 -2.4206 -2.3932  0.69
N: 0.4981 -2.0782 -2.0524  0.49
C: 2.8516 -1.6596 -1.7238  0.13
C: 4.1922 -1.9979 -1.8885  -0.74
C: 5.1642 -1.3128 -1.1813  -1.02
C: 4.7786 -0.3252 -0.2895  -1.04
C: 3.4295 -0.0528 -0.1742  -0.49
N: 2.5007 -0.6704 -0.9059  0.82
H: -5.2615 -0.4118 -1.7611  0.45
H: -5.1744 -2.5440 -3.1256  0.40
H: -3.0242 -3.6350 -3.4914  0.37
H: -3.1610 0.4262 -0.7972  -0.07
H: -1.1835 -4.3671 -3.9019  0.39
H: 1.0983 -4.9849 -4.5054  0.43
H: 3.0211 -3.6646 -3.5805  0.41
H: 4.4739 -2.8119 -2.5416  0.43
H: 6.2091 -1.5734 -1.2992  0.42
H: 5.4982 0.1994 0.3283  0.55
H: 3.0648 0.6644 0.5515  0.74
C: 3.4898 1.6988 -4.1611  -0.87
N: 2.1248 1.2503 -3.9590  0.29
C: 1.4808 0.3193 -4.7379  -0.50
C: 0.2404 0.1647 -4.1940  -0.89
N: 0.1058 0.9828 -3.1033  0.03
C: 1.2574 1.6167 -2.9644  0.17
P: 1.4221 3.1027 -1.9037  -0.64
C: -0.2808 3.1243 -1.2560  -0.67
N: -0.9460 2.1637 -0.6404  0.95
C: -2.1177 2.7259 -0.2162  -0.63
C: -2.1673 4.0407 -0.5809  -1.19
N: -0.9938 4.2904 -1.2373  0.18
C: -0.5874 5.5843 -1.7770  -0.85
C: 2.2651 2.7025 -0.3174  -0.24
N: 1.6285 2.4685 0.8168  0.20
C: 2.5753 2.4952 1.8073  -0.75
C: 3.8007 2.7714 1.2712  -0.64
N: 3.6019 2.9108 -0.0763  0.50
C: 4.6283 3.2598 -1.0408  -0.88
H: 3.7710 1.5185 -5.1942  0.37
H: 4.1801 1.1550 -3.5173  0.22
H: 3.5644 2.7660 -3.9593  0.37
H: 1.9662 -0.1544 -5.5777  0.46
H: -0.5622 -0.4846 -4.5138  0.56
H: -2.8578 2.1728 0.3444  0.57
H: -2.9176 4.8015 -0.4287  0.42
H: -1.4466 6.2481 -1.7657  0.32
H: -0.2387 5.4783 -2.7989  0.34
H: 0.2062 6.0254 -1.1767  0.31
H: 2.3226 2.3091 2.8433  0.61
H: 4.7802 2.8476 1.7208  0.47
H: 5.5713 3.3868 -0.5182  0.33
H: 4.3788 4.1913 -1.5475  0.35
H: 4.7506 2.4719 -1.7746  0.22
O: -1.7492 -1.5366 1.4030  -0.52
C: -2.5894 -1.5137 2.2770  0.15
C: -2.2908 -1.7021 3.7408  -0.02
C: -2.5263 -3.2037 4.0506  -0.68
C: -3.8177 -3.8533 3.5175  -0.99
C: -3.8805 -4.0109 1.9818  -0.55
C: -4.3539 -2.7423 1.2370  -0.15
N: -3.9535 -1.5282 1.9756  -0.22
H: -2.9384 -1.0638 4.3470  0.42
H: -1.2546 -1.4602 3.9610  -0.39
H: -2.4844 -3.3291 5.1337  0.47
H: -1.6784 -3.7569 3.6378  0.30
H: -4.7006 -3.3105 3.8773  0.32
H: -3.8788 -4.8470 3.9646  0.39
H: -4.5411 -4.8406 1.7225  0.54
H: -2.8815 -4.2767 1.6238  0.20
H: -5.4378 -2.7247 1.1348  0.53
H: -3.9235 -2.6995 0.2400  -0.34
H: -4.4983 -1.4344 2.8159  0.46
O: 2.9280 0.8957 5.3599  -0.71
S: 1.8207 0.0569 4.9869  1.33
O: 1.4245 -0.9792 5.9030  -0.71
N: 2.0127 -0.5262 3.4873  -0.66
C: 1.0721 -0.0928 2.6641  -1.04
O: 1.0175 -0.4153 1.4514  0.08
C: 0.0893 0.8497 3.3029  1.34
C: -0.9904 1.4781 2.7202  0.97
C: -1.7542 2.3361 3.5020  -0.88
C: -1.4339 2.5520 4.8414  -0.85
C: -0.3457 1.9121 5.4259  -0.64
C: 0.3969 1.0642 4.6290  -0.19
H: -1.2020 1.3039 1.6787  -0.26
H: -2.6007 2.8537 3.0645  0.45
H: -2.0341 3.2308 5.4341  0.43
H: -0.0851 2.0762 6.4644  0.48

---

(6)
Entry from OMol25: the molecule C3H5FO (ωB97M-V/def2-TZVPD).

For the total energy, the calculation gives -292.2410 hartree. Its frontier orbital gap (alpha / beta) is 9.13 / 7.50 eV. Its HOMO energy (alpha / beta) is -8.32 / -7.23 eV. Its total charge is 0.

Each line ends with the natural charge from an NBO analysis.
Atoms and positions in Å:
C: 0.1621 0.4448 0.2368  0.18
C: 2.7166 0.5014 -0.3298  0.37
C: -0.7687 -0.6579 0.0037  -0.70
O: 1.4017 0.1552 0.0103  -0.46
F: 3.4699 -0.5397 0.0398  -0.34
H: -0.0926 1.4838 0.5901  0.16
H: 3.0599 1.3470 0.0931  0.11
H: -0.2095 -1.6584 0.3407  0.23
H: -0.9068 -0.9672 -1.0600  0.23
H: -1.6943 -0.6957 0.5172  0.23

---

(7)
Entry from OMol25: a structure of composition C4H4LiO5Sm (ωB97M-V/def2-TZVPD).

For the total energy, the calculation gives -1196.3849 hartree. Its frontier orbital gap (alpha / beta) is 4.62 / 6.83 eV. Its HOMO energy (alpha / beta) is -4.73 / -6.98 eV. Its total charge is 0. Its spin multiplicity is 8.

Each line ends with the Mulliken charge.
Atoms and positions in Å:
O: -0.9217 -1.8221 2.3054  -0.37
C: -2.2037 -1.5704 2.2626  0.71
C: -0.1120 -0.3441 2.3187  -0.39
O: -2.9858 -2.2349 1.6025  -0.70
O: -2.4536 -0.2835 2.5168  -0.33
C: -1.2806 0.4083 2.9724  -0.37
H: 0.5558 0.4217 1.9045  0.32
H: 0.7158 -0.8121 2.8604  0.35
H: -1.3643 1.4459 2.6361  0.34
H: -1.2349 0.3694 4.0666  0.25
O: -0.0568 0.7889 -0.8630  -0.66
C: -0.4445 -0.3220 -0.3753  0.09
O: -0.0780 -1.3728 -1.0733  -0.80
Li: -1.6326 -2.4736 -0.1426  0.85
Sm: 1.1740 -0.1323 -2.7061  0.73

---

Which formula does entry 5 have? C40H41HgN11O4PS

---

Look up the total charge of the fifth one. 0